(1)
A 2-piece molecular cluster, C14H17NO3 overall. Source: the Open Molecules 2025 dataset; level of theory: wB97M-V/def2-TZVPD.

Last column: natural (NBO) charge in e.
Element x y z (Å)
C1 -3.265 -0.313 3.384  -0.623
C2 -2.174 -0.046 2.376  -0.070
O1 -0.952 -0.646 2.880  -0.529
C3 0.169 -0.201 2.224  0.755
C4 1.346 -0.847 2.708  -0.631
C5 2.557 -0.233 2.663  0.283
N1 3.659 0.191 2.672  -0.466
O2 0.037 0.638 1.319  -0.721
H1 -4.226 -0.014 2.958  0.208
H2 -3.312 -1.366 3.670  0.211
H3 -3.093 0.266 4.297  0.210
H4 -2.427 -0.510 1.408  0.171
H5 -2.048 1.041 2.247  0.199
H6 1.174 -1.656 3.422  0.256
C6 4.268 -1.166 -0.074  -0.254
O3 2.900 -1.526 0.200  -0.494
C7 1.922 -0.683 0.056  0.462
C8 0.897 -0.963 -0.897  -0.135
C9 0.278 0.132 -1.531  -0.101
C10 -0.700 -0.093 -2.473  -0.241
C11 -1.107 -1.404 -2.757  0.062
C12 -2.262 -1.611 -3.695  -0.641
C13 -0.430 -2.495 -2.184  -0.239
C14 0.577 -2.291 -1.256  -0.131
H7 4.820 -2.096 0.066  0.210
H8 4.361 -0.810 -1.104  0.181
H9 4.592 -0.396 0.628  0.240
H10 2.023 0.361 0.379  0.232
H11 0.571 1.130 -1.234  0.237
H12 -1.201 0.733 -2.981  0.222
H13 -2.469 -2.677 -3.831  0.221
H14 -3.169 -1.116 -3.317  0.233
H15 -2.033 -1.169 -4.674  0.230
H16 -0.728 -3.511 -2.454  0.221
H17 1.128 -3.101 -0.781  0.233

Its HOMO-LUMO gap is 5.902 eV. The relative energy (zero: lowest compared OMol25 entry of this formula, charge and spin) comes out at 98.8 kcal/mol. The value obtained for the total energy is -22423.1418 eV. Its largest force on an atom is 4.0 eV Å⁻¹.


(2)
A 13-piece molecular cluster, C4H33N2O14 overall. Source: the Open Molecules 2025 dataset; level of theory: wB97M-V/def2-TZVPD.

Last column: natural (NBO) charge in e.
Element x y z (Å)
C1 -0.325 -1.404 0.545  -0.073
O1 -0.405 -2.768 0.421  -0.962
C2 -1.705 -0.715 0.467  -0.036
C3 -1.507 0.792 0.892  -0.559
C4 -1.211 1.608 -0.330  0.722
N1 -2.222 2.385 -0.833  -0.824
O2 -0.072 1.822 -0.749  -0.716
N2 -2.638 -1.283 1.510  -0.889
H1 0.199 -0.970 -0.340  0.141
H2 0.131 -1.080 1.501  0.133
H3 -2.186 -0.805 -0.512  0.181
H4 -0.587 0.723 1.471  0.290
H5 -2.310 1.193 1.490  0.212
H6 -2.063 2.927 -1.665  0.382
H7 -3.216 2.329 -0.693  0.411
H8 -2.133 -2.022 1.985  0.378
H9 -3.407 -1.681 0.990  0.352
H10 1.288 3.259 -2.637  0.481
H11 0.321 2.112 -3.054  0.485
O3 1.229 2.430 -3.123  -0.974
H12 -0.139 0.053 -3.573  0.488
H13 -1.572 -0.166 -3.846  0.471
O4 -0.949 0.566 -3.734  -0.956
H14 1.883 0.478 1.384  0.508
H15 1.159 1.583 0.750  0.496
O5 1.272 1.215 1.647  -1.013
H16 2.799 -1.675 1.389  0.516
H17 3.144 -0.925 0.102  0.461
O6 3.135 -0.822 1.053  -0.978
H18 2.819 0.930 -1.667  0.487
H19 4.055 0.644 -0.810  0.457
O7 3.742 1.192 -1.547  -0.942
H20 -4.114 0.566 0.646  0.490
H21 -5.220 0.158 -0.331  0.473
O8 -4.347 0.560 -0.301  -0.959
H22 0.564 5.354 -0.836  0.480
H23 0.577 3.772 -1.118  0.501
O9 1.007 4.625 -1.269  -0.985
H24 -0.128 2.736 4.299  0.459
H25 0.541 2.492 2.920  0.507
O10 -0.021 3.103 3.424  -0.976
H26 2.643 -1.779 -2.580  0.484
H27 1.259 -2.685 -2.688  0.496
O11 1.680 -1.840 -2.494  -0.977
H28 -1.970 -5.148 0.243  0.456
H29 -1.913 -3.636 -0.123  0.513
O12 -2.203 -4.524 -0.454  -1.002
H30 1.547 -3.127 3.195  0.505
H31 2.715 -2.349 3.974  0.469
O13 1.930 -2.898 4.052  -0.975
H32 2.174 -3.185 0.175  0.454
H33 0.901 -3.297 0.864  0.511
O14 1.920 -3.374 1.081  -1.056

Its HOMO-LUMO gap is 7.463 eV. The relative energy (zero: lowest compared OMol25 entry of this formula, charge and spin) comes out at 100.5 kcal/mol. The value obtained for the total energy is -36331.1275 eV. Its largest force on an atom is 2.4 eV Å⁻¹. As for the charge: -1.


(3)
One molecule with the formula C20H23NO5. Source: the Open Molecules 2025 dataset; level of theory: wB97M-V/def2-TZVPD.

Last column: natural (NBO) charge in e.
Element x y z (Å)
C1 4.530 5.268 2.004  -0.600
C2 4.624 3.823 1.628  -0.382
C3 3.279 3.265 1.050  -0.398
C4 3.529 1.951 0.315  -0.208
N1 2.306 1.540 -0.357  -0.650
C5 2.421 0.290 -1.044  -0.246
C6 1.277 0.225 -2.058  0.075
O1 1.317 1.383 -2.892  -0.730
C7 1.362 -1.054 -2.918  -0.070
O2 1.333 -2.219 -2.107  -0.502
C8 0.256 -2.467 -1.269  0.373
C9 0.429 -3.017 0.002  -0.360
C10 -0.636 -3.048 0.900  0.409
O3 -0.413 -3.433 2.198  -0.672
C11 -1.934 -2.636 0.545  -0.323
C12 -3.082 -2.606 1.428  0.552
O4 -3.009 -2.978 2.610  -0.618
C13 -4.362 -2.133 0.849  -0.242
C14 -5.505 -2.110 1.625  -0.134
C15 -6.677 -1.609 1.073  -0.235
C16 -6.737 -1.146 -0.267  -0.162
C17 -5.571 -1.173 -1.065  -0.282
C18 -4.390 -1.661 -0.495  0.404
O5 -3.305 -1.779 -1.309  -0.455
C19 -2.116 -2.203 -0.788  0.373
C20 -1.025 -2.085 -1.632  -0.345
H1 3.767 5.379 2.754  0.200
H2 4.219 5.851 1.136  0.201
H3 5.483 5.600 2.377  0.210
H4 5.354 3.706 0.830  0.187
H5 4.925 3.190 2.456  0.196
H6 2.877 4.016 0.378  0.201
H7 2.572 3.158 1.882  0.192
H8 4.334 2.162 -0.417  0.189
H9 3.889 1.157 1.014  0.165
H10 1.551 1.513 0.327  0.363
H11 2.331 -0.517 -0.323  0.184
H12 3.377 0.143 -1.572  0.199
H13 0.309 0.179 -1.501  0.158
H14 1.524 2.135 -2.341  0.491
H15 0.629 -1.053 -3.709  0.184
H16 2.326 -1.087 -3.420  0.200
H17 1.402 -3.398 0.348  0.245
H18 -1.248 -3.313 2.713  0.518
H19 -5.487 -2.354 2.705  0.246
H20 -7.540 -1.568 1.706  0.217
H21 -7.669 -0.787 -0.693  0.223
H22 -5.586 -0.848 -2.089  0.231
H23 -1.243 -1.654 -2.588  0.227

Its HOMO-LUMO gap is 8.322 eV. The relative energy (zero: lowest compared OMol25 entry of this formula, charge and spin) comes out at 36.3 kcal/mol. The value obtained for the total energy is -32840.6682 eV. The SMILES is CCCCNC[C@@H](O)COc1cc(O)c2c(=O)c3ccccc3oc2c1. Its largest force on an atom is 1.7 eV Å⁻¹.